No. 1
Density functional theory data (ωB97M-V/def2-TZVPD) for a molecular structure, C5H6O.

Output
Total charge = 0
Kohn-Sham gap = 10.022 eV
Energy above the lowest of the compared OMol25 structures with the same formula, charge and spin = 98.3 kcal/mol
Lowest unoccupied orbital energy = 1.139 eV
HOMO energy = -8.88 eV

Last column: natural (NBO) charge in e.
Cartesian coordinates (Å):
1 C -1.02380 1.16485 0.29468  -0.35
2 C 0.42880 1.54400 0.26255  -0.08
3 C 1.04559 -2.05484 -1.24487  -0.23
4 C -0.06863 -1.92526 -0.83760  -0.24
5 C -0.66856 0.10824 1.02863  0.14
6 O 0.68140 0.37846 1.08144  -0.50
7 H -1.91502 1.57499 -0.12245  0.22
8 H 0.71844 2.45808 0.78093  0.19
9 H 2.05128 -2.15044 -1.52414  0.23
10 H 0.93658 1.46577 -0.69898  0.19
11 H -1.08511 -1.84722 -0.58348  0.23
12 H -1.10096 -0.71663 1.56327  0.20


No. 2
Density functional theory data (ωB97M-V/def2-TZVPD) for 2 unconnected molecules or ions with the total composition C8H7N2O.

Output
Total charge = +1
Kohn-Sham gap (alpha / beta) = 5.916 / 5.917 eV
Energy above the lowest of the compared OMol25 structures with the same formula, charge and spin = 137.9 kcal/mol
Lowest unoccupied orbital energy (alpha / beta) = -7.457 / -7.457 eV
HOMO energy (alpha / beta) = -13.37 / -13.37 eV

Last column: natural (NBO) charge in e.
Cartesian coordinates (Å):
1 C -0.96402 -0.53704 1.65509  0.51
2 C 1.25927 0.38787 -1.64871  0.42
3 C -1.35257 -0.30378 0.46500  -0.29
4 C -0.26132 -0.04925 -0.28431  0.07
5 C 0.97714 -0.01805 0.41401  0.17
6 C 1.08336 -0.22402 1.79456  0.22
7 C -2.41127 0.64140 -2.43519  0.13
8 C 2.42145 -0.38027 2.45353  -0.66
9 N -0.00587 0.16278 -1.57689  -0.46
10 N -0.04197 -0.53684 2.48664  -0.38
11 O 1.89653 0.35176 -0.49670  -0.35
12 H 1.73898 0.84361 -2.55094  0.24
13 H -2.26839 1.47192 -2.97604  0.19
14 H -2.46855 0.47943 -1.36461  0.24
15 H -2.27272 -0.35815 -2.87177  0.22
16 H 3.07742 -0.94651 1.78766  0.24
17 H 2.22641 -1.11753 3.31774  0.26
18 H 3.00382 0.47363 2.78391  0.26


No. 3
Density functional theory data (ωB97M-V/def2-TZVPD) for 9 unconnected molecules or ions with the total composition C39H45Br3N4O14.

Output
Total charge = 0
Kohn-Sham gap = 7.183 eV
Lowest unoccupied orbital energy = -0.827 eV
SMILES = Oc1ccc(O)cc1.Oc1ccc(O)cc1.Oc1ccc(O)cc1.Oc1ccc(O)cc1.Oc1ccc(O)cc1.Oc1ccc(O)cc1.BrC(Br)Br.NC(N)=O.NC(N)=O
HOMO energy = -8.01 eV

Last column: Mulliken charge in e.
Cartesian coordinates (Å):
1 O 1.32607 2.61906 1.98015  0.05
2 C 2.19367 3.07760 2.98596  0.25
3 C 3.51745 2.83872 2.72942  -0.36
4 C 4.44591 3.10029 3.73550  -0.61
5 C 4.06571 3.49842 4.99716  0.50
6 O 5.02489 3.71814 5.89662  -0.57
7 C 2.70012 3.80205 5.23387  -0.76
8 C 1.78723 3.52857 4.24317  -0.36
9 H 0.49522 3.05478 2.18370  0.11
10 H 3.84356 2.46693 1.76929  0.32
11 H 5.51862 2.97860 3.70545  0.39
12 H 5.10330 4.44054 6.52399  0.33
13 H 2.50901 4.22787 6.20781  0.35
14 H 0.78647 3.78864 4.55500  0.48
15 O 1.56565 0.82859 6.26853  -0.56
16 C 0.25760 1.18270 6.31607  0.64
17 C -0.49777 1.35061 5.14496  0.06
18 C -1.79636 1.77574 5.28948  -0.35
19 C -2.33025 2.05261 6.54368  0.09
20 O -3.60797 2.63414 6.68148  -0.56
21 C -1.56192 1.81107 7.66453  -0.27
22 C -0.26128 1.35733 7.58205  -1.04
23 H 1.69387 0.40163 5.41831  0.31
24 H -0.07820 1.07300 4.18931  0.19
25 H -2.35723 2.00107 4.39447  0.41
26 H -3.91567 2.64649 7.59073  0.29
27 H -1.99645 1.91318 8.64797  0.26
28 H 0.30074 1.25850 8.49898  0.42
29 O -5.34934 3.72442 -3.61095  -0.57
30 C -5.37141 2.93823 -2.55873  0.38
31 C -4.75945 3.27397 -1.38252  -0.41
32 C -4.86610 2.42816 -0.26761  -0.57
33 C -5.54996 1.22495 -0.38184  0.60
34 O -5.67867 0.41215 0.74879  -0.61
35 C -5.97390 0.69799 -1.60931  -0.75
36 C -5.96240 1.63476 -2.70115  -0.46
37 H -4.57445 4.29034 -3.58124  0.30
38 H -4.17703 4.16760 -1.21336  0.36
39 H -4.55197 2.79448 0.69858  0.46
40 H -5.52713 0.90643 1.55770  0.32
41 H -6.42799 -0.28014 -1.55029  0.50
42 H -6.51964 1.24754 -3.54136  0.42
43 O 1.40273 -6.31486 -3.67248  -0.59
44 C 0.75522 -5.18656 -3.33255  -0.11
45 C -0.60015 -5.22903 -3.03485  -0.07
46 C -1.30918 -4.16305 -2.73742  -0.35
47 C -0.65182 -2.91677 -2.63050  -0.65
48 O -1.36308 -1.73476 -2.29690  -0.45
49 C 0.70521 -2.76144 -2.93929  0.11
50 C 1.39744 -3.97006 -3.26346  -0.72
51 H 1.65645 -6.91478 -2.96727  0.32
52 H -1.22788 -6.10391 -3.11813  0.42
53 H -2.38270 -4.28111 -2.73207  0.43
54 H -2.16818 -2.03938 -1.87189  0.27
55 H 1.20912 -1.81760 -2.79224  0.81
56 H 2.45561 -3.87604 -3.45796  0.39
57 O 2.81107 -5.98427 0.48805  -0.58
58 C 3.36454 -4.78294 0.14877  0.28
59 C 4.55042 -4.81311 -0.48247  -0.39
60 C 5.16204 -3.69913 -0.93227  -0.60
61 C 4.52972 -2.49653 -0.81309  0.40
62 O 5.01838 -1.31264 -1.32727  -0.42
63 C 3.34687 -2.38286 -0.07348  -0.04
64 C 2.74784 -3.54972 0.44907  -0.52
65 H 2.81938 -6.55339 -0.28501  0.31
66 H 5.04890 -5.76677 -0.57429  0.40
67 H 6.00748 -3.86827 -1.58266  0.29
68 H 5.49199 -1.48964 -2.14334  0.27
69 H 2.92197 -1.39527 0.02915  0.07
70 H 1.85040 -3.48401 1.04630  0.52
71 O -0.19707 0.97009 -2.82440  0.46
72 C -0.62165 1.16890 -4.10216  0.58
73 C -1.18961 2.41378 -4.43097  -0.54
74 C -1.89977 2.64526 -5.65814  -0.78
75 C -1.87017 1.46987 -6.51327  0.48
76 O -2.48954 1.51207 -7.72234  -0.57
77 C -1.37336 0.24829 -6.09546  -0.83
78 C -0.66009 0.07036 -4.95967  -0.12
79 H -0.33568 0.03948 -2.63378  -0.38
80 H -0.98181 3.28883 -3.83306  0.44
81 H -2.28781 3.63393 -5.85398  0.39
82 H -3.04528 2.24866 -7.98728  0.32
83 H -1.54595 -0.58453 -6.76106  0.42
84 H -0.31530 -0.91907 -4.69785  0.43
85 Br -0.83503 2.91033 -0.36535  -0.11
86 C -1.27280 1.01523 0.31090  -0.72
87 Br -2.45284 1.07544 1.89683  0.04
88 Br 0.41852 0.04593 0.71263  0.00
89 H -1.84692 0.47918 -0.44484  0.67
90 N 2.53533 1.99472 -2.90411  -0.19
91 C 3.37284 1.80174 -1.95129  0.56
92 N 2.82400 1.48261 -0.76941  0.30
93 O 4.58076 1.87380 -2.06872  -0.74
94 H 1.54534 1.86828 -2.74909  0.08
95 H 2.81891 2.54978 -3.69884  0.21
96 H 3.33193 1.38224 0.09779  -0.11
97 H 1.82287 1.61170 -0.73505  -0.28
98 N -0.36863 -4.44148 0.46286  -0.12
99 C -1.01599 -3.62285 1.21172  0.65
100 N -1.14038 -2.47419 0.67870  0.04
101 O -1.47779 -3.85002 2.27088  -0.74
102 H -0.00794 -4.14939 -0.43418  -0.08
103 H -0.18482 -5.30948 0.94545  0.17
104 H -1.05186 -2.51664 -0.32652  0.09
105 H -1.77480 -1.93272 1.24827  0.13


> What is the formula in the third record?

C39H45Br3N4O14


> Which formula does entry 1 have?

C5H6O


> Which of these has the highest total charge?

C8H7N2O